# 1
The following is a quantum chemistry calculation of a cluster of 2 separate species, C2HClO2S in total at a distorted geometry, from the Open Molecules 2025 dataset.

```
7
Properties=species:S:1:pos:R:3:mulliken_charge:R:1
C -0.379 0.196 -0.959 -0.4223
C -1.630 -0.321 -1.388 0.7860
O -2.124 -0.117 -2.460 -0.4444
O 1.878 1.300 -1.213 -0.4373
S 0.670 0.988 -1.951 0.4550
Cl -2.429 -1.340 -0.193 -0.1813
H 0.227 -0.036 0.521 0.2441
```

- E: -29539.2683 eV
- Kohn-Sham gap (alpha / beta): 8.68 / 8.68 eV
- Energy relative to the best compared isomer or geometry (same formula, charge and spin): 56.6 kcal/mol
- M: 124.55 g/mol

# 2
The following is a quantum chemistry calculation of a cluster of 3 separate species, C16H37N2O10P2 in total at a distorted geometry, from the Open Molecules 2025 dataset.

```
67
Properties=species:S:1:pos:R:3:mulliken_charge:R:1
O 1.030 -0.450 3.635 -0.2781
N 1.008 -0.967 2.597 0.1585
O 0.784 -2.366 2.737 -0.1457
C 1.939 -3.120 2.462 -0.1296
C 3.290 -2.685 3.086 -0.8608
C 3.855 -1.778 2.012 0.0664
N 3.347 -2.121 0.901 0.1635
C 2.422 -3.273 1.004 -0.5709
H 1.683 -4.091 2.891 0.3981
H 3.876 -3.620 3.080 0.4050
H 3.349 -2.371 4.128 0.3634
H 4.539 -0.954 2.180 0.4562
H 3.555 -1.661 0.016 0.1551
H 1.596 -3.323 0.302 0.3485
H 3.104 -4.128 1.060 0.3855
O 1.832 2.168 -3.798 -0.7512
P 3.157 2.166 -3.114 1.0275
O 4.234 2.340 -4.332 -0.3198
C 4.103 3.407 -5.272 -0.3243
C 4.770 4.676 -4.779 -0.9566
O 3.336 0.562 -2.808 -0.3538
C 2.219 -0.317 -2.874 0.1924
C 2.099 -0.956 -4.243 -1.1649
O 4.272 2.439 -1.919 -0.3591
C 4.420 3.735 -1.327 -0.1889
C 3.114 4.481 -1.149 -1.1599
H 3.053 3.592 -5.507 0.2892
H 4.589 3.076 -6.190 0.3569
H 4.221 5.102 -3.934 0.1965
H 4.800 5.429 -5.567 0.4133
H 5.789 4.474 -4.447 0.2479
H 1.301 0.201 -2.596 0.3992
H 2.382 -1.101 -2.121 -0.1825
H 2.169 -0.218 -5.039 0.2986
H 1.151 -1.488 -4.339 0.3711
H 2.910 -1.669 -4.401 0.3031
H 5.132 4.321 -1.913 0.2299
H 4.879 3.581 -0.349 0.3253
H 2.591 4.611 -2.104 0.3744
H 3.297 5.469 -0.727 0.3743
H 2.446 3.935 -0.480 0.3543
O -4.824 -1.000 0.375 -0.7715
P -5.249 -1.096 1.804 1.0742
O -4.050 -1.996 2.492 -0.3623
C -2.692 -1.632 2.324 -0.2682
C -2.238 -0.623 3.364 -0.3915
O -6.427 -2.215 1.713 -0.3502
C -7.034 -2.544 0.462 -0.3041
C -6.348 -3.733 -0.183 -1.0237
O -5.896 -0.639 3.257 -0.3656
C -5.576 0.618 3.856 -0.1745
C -5.427 1.751 2.863 -1.1858
H -2.514 -1.247 1.315 0.2933
H -2.107 -2.548 2.432 0.2557
H -2.712 0.348 3.197 0.1871
H -1.163 -0.475 3.325 -0.0637
H -2.504 -0.955 4.369 0.2881
H -7.041 -1.682 -0.203 0.3271
H -8.076 -2.793 0.668 0.3500
H -5.265 -3.619 -0.193 0.2684
H -6.697 -3.869 -1.208 0.3519
H -6.564 -4.644 0.378 0.2845
H -4.677 0.510 4.470 0.2210
H -6.390 0.852 4.544 0.3508
H -4.653 1.535 2.117 0.3669
H -5.153 2.673 3.377 0.3673
H -6.363 1.918 2.327 0.3668
```

- Total charge: +1
- E: -59215.9533 eV
- Kohn-Sham gap: 6.84 eV
- M: 479.42 g/mol

# 3
The following is a quantum chemistry calculation of the ion C7H14N with charge +1 at a distorted geometry, from the Open Molecules 2025 dataset.

```
22
Properties=species:S:1:pos:R:3:mulliken_charge:R:1
C 0.571 -1.962 -1.209 -0.6813
C 1.789 -1.353 -0.517 -0.5577
C 1.462 -0.224 0.583 -0.3056
C 0.167 -0.525 1.179 -0.2519
C -0.706 0.614 1.206 -0.2379
C -0.752 1.871 0.627 0.1203
C -2.042 2.649 0.556 -1.1246
N -0.320 -1.036 -1.910 -0.3456
H 0.825 -2.733 -1.897 0.4512
H -0.025 -2.448 -0.401 0.3138
H 2.362 -2.228 0.019 0.2739
H 2.531 -1.122 -1.260 0.4266
H 2.342 -0.126 1.183 0.4109
H -0.168 -1.377 1.763 0.4703
H -1.766 0.330 1.547 0.2787
H 0.224 2.288 0.231 0.3865
H -2.815 2.091 -0.031 0.3277
H -2.395 2.963 1.574 0.3438
H -1.913 3.648 0.063 0.3624
H 1.192 0.704 0.166 0.0563
H -0.195 -0.782 -2.834 0.1766
H -0.887 -0.375 -1.309 0.1059
```

- Total charge: +1
- E: -8965.7769 eV
- Kohn-Sham gap: 5.53 eV
- Energy relative to the best compared isomer or geometry (same formula, charge and spin): 76.1 kcal/mol
- M: 112.20 g/mol

# 4
The following is a quantum chemistry calculation of a cluster of 6 separate species, C12H27N6O19PS in total at a distorted geometry, from the Open Molecules 2025 dataset.

```
66
Properties=species:S:1:pos:R:3:mulliken_charge:R:1
N -2.580 0.088 4.446 -0.5011
C -2.039 -0.598 3.525 -0.4685
C -2.316 -0.244 2.092 0.0719
C -1.241 0.759 1.604 0.2021
O -1.960 1.955 1.142 -0.3452
S -2.387 1.808 -0.366 1.1538
O -1.952 2.972 -1.052 -0.6449
O -3.734 1.408 -0.563 -0.6840
O -1.494 0.505 -0.667 -0.4428
C -0.457 0.406 0.355 0.6192
C 0.574 1.483 -0.045 -1.4972
C 1.972 1.336 0.590 0.0144
C 1.963 1.385 2.086 -0.2077
O 1.798 0.420 2.823 -0.5590
O 2.175 2.626 2.596 -0.4459
P 0.104 -1.346 0.131 0.8555
O -0.918 -2.330 0.463 -0.7581
O 0.437 -1.444 -1.453 -0.5671
O 1.446 -1.689 0.890 -0.4577
H -2.286 -0.249 5.361 0.2433
H -1.354 -1.409 3.769 0.4407
H -2.408 -1.119 1.461 0.7406
H -3.270 0.275 2.069 -0.5474
H -0.682 1.090 2.466 0.5311
H 0.232 2.480 0.177 0.2753
H 0.713 1.433 -1.119 0.5711
H 2.539 2.194 0.256 0.6701
H 2.483 0.469 0.201 0.4212
H 1.742 2.619 3.455 0.3971
H 0.605 -0.533 -1.736 0.4492
H 2.200 -1.723 0.291 0.3354
C -6.544 1.623 1.001 -0.5677
N -6.028 0.911 2.201 0.9400
O -6.594 -0.103 2.545 -0.5614
O -5.069 1.398 2.760 -0.5198
H -7.395 1.073 0.618 0.2991
H -6.829 2.622 1.317 0.2749
H -5.737 1.660 0.276 0.2027
C 2.736 -4.540 -2.754 -0.7767
N 3.421 -3.289 -3.184 0.9311
O 3.979 -2.625 -2.334 -0.5481
O 3.380 -3.015 -4.362 -0.5435
H 2.860 -4.649 -1.686 0.3147
H 1.688 -4.446 -3.016 0.3035
H 3.195 -5.363 -3.287 0.3185
C 0.291 -8.865 -2.326 -0.7259
N 0.984 -7.624 -2.765 0.8433
O 1.544 -6.957 -1.920 -0.4877
O 0.943 -7.358 -3.944 -0.5057
H 0.414 -8.965 -1.255 0.3226
H -0.756 -8.762 -2.595 0.2807
H 0.747 -9.695 -2.857 0.2769
C 3.908 3.665 -2.690 -0.7723
N 3.453 2.287 -2.365 0.9704
O 2.448 1.878 -2.907 -0.5564
O 4.114 1.663 -1.568 -0.5127
H 3.218 4.093 -3.407 0.3168
H 3.913 4.230 -1.763 0.2794
H 4.909 3.588 -3.102 0.3035
C 0.343 6.443 1.453 -0.8996
N 0.513 4.966 1.431 0.9440
O 1.288 4.495 0.625 -0.4738
O -0.143 4.328 2.220 -0.4807
H 0.986 6.873 0.696 0.3215
H -0.703 6.649 1.248 0.3194
H 0.617 6.786 2.446 0.3039
```

- E: -80836.4176 eV
- Kohn-Sham gap: 9.57 eV
- M: 622.41 g/mol

# 5
The following is a quantum chemistry calculation of a structure of composition C22H51BFeN4O2Si2 at a distorted geometry, from the Open Molecules 2025 dataset.

```
83
Properties=species:S:1:pos:R:3:lowdin_spin:R:1
O 3.495 -0.383 -3.520 0.0014
O 5.512 -0.700 -2.422 0.0007
C 2.558 -1.453 -3.819 0.0043
C 1.821 -1.186 -5.113 0.0006
H 1.839 -1.521 -2.990 0.0037
H 3.133 -2.385 -3.853 0.0003
H 0.945 -0.546 -4.948 0.0001
H 1.454 -2.141 -5.496 0.0001
H 2.464 -0.728 -5.873 0.0001
C 2.841 0.883 -3.189 0.0009
C 3.812 2.010 -3.387 0.0001
H 2.456 0.823 -2.158 0.0009
H 1.986 0.949 -3.866 0.0000
H 4.601 2.007 -2.627 0.0000
H 3.237 2.938 -3.311 0.0000
H 4.252 1.971 -4.390 0.0000
C 5.579 -0.665 -0.957 0.0024
C 6.168 -1.854 -3.027 0.0004
C 4.766 0.464 -0.386 0.0028
H 6.646 -0.530 -0.730 0.0001
H 5.258 -1.638 -0.547 0.0013
H 5.095 1.439 -0.761 0.0002
H 4.931 0.459 0.694 0.0002
H 3.685 0.341 -0.524 0.0020
C 6.949 -1.448 -4.250 0.0001
H 5.386 -2.580 -3.286 0.0002
H 6.818 -2.306 -2.273 0.0000
H 6.315 -1.001 -5.021 0.0000
H 7.395 -2.357 -4.662 0.0000
H 7.759 -0.762 -3.983 0.0000
H 4.535 -0.532 -2.929 0.0001
Fe 0.184 -1.458 1.095 3.2037
C 1.283 -2.550 0.290 0.1304
Si 2.210 -4.156 0.115 0.0450
H 2.091 -1.753 0.270 0.0304
H 0.740 -2.408 -0.681 0.0206
C 2.257 -4.613 -1.708 0.0138
C 1.478 -5.598 1.039 0.0070
C 3.981 -3.938 0.709 0.0090
C -0.816 -2.877 1.623 0.1351
Si -2.602 -2.337 1.818 0.0494
H -0.358 -3.209 2.577 0.0217
H -0.797 -3.757 0.958 0.0157
C -3.399 -3.864 2.580 0.0183
C -3.425 -1.969 0.166 0.0012
C -2.807 -0.850 2.941 0.0104
H 4.293 -4.872 1.205 0.0016
H 4.076 -3.120 1.438 0.0011
H 4.684 -3.744 -0.117 0.0008
H 1.308 -4.368 -2.205 0.0009
H 2.417 -5.698 -1.799 0.0030
H 3.065 -4.104 -2.256 0.0010
H 0.671 -6.071 0.459 0.0005
H 1.087 -5.270 2.009 0.0006
H 2.284 -6.331 1.203 0.0011
H -2.815 -2.305 -0.684 0.0000
H -3.619 -0.894 0.042 0.0003
H -4.390 -2.494 0.119 -0.0001
H -3.057 0.060 2.380 0.0007
H -1.901 -0.633 3.523 0.0029
H -3.623 -1.055 3.649 0.0009
H -4.215 -3.596 3.262 0.0029
H -2.643 -4.425 3.146 0.0013
H -3.801 -4.523 1.799 0.0009
B -0.415 1.723 1.721 0.0063
N -0.743 1.177 0.292 0.0184
C -1.359 1.834 -0.702 0.0118
C -1.434 1.009 -1.821 0.0085
C -0.843 -0.200 -1.440 0.0223
N -0.443 -0.115 -0.140 0.0492
N 0.926 1.093 2.242 0.0144
C 1.931 1.735 2.848 0.0244
C 2.925 0.829 3.176 0.0107
C 2.479 -0.419 2.731 0.0362
N 1.244 -0.258 2.165 0.0339
H -1.339 1.559 2.488 0.0004
H -0.233 2.921 1.619 0.0000
H -1.697 2.860 -0.556 0.0013
H -1.863 1.251 -2.772 0.0009
H -0.711 -1.096 -2.039 0.0011
H 1.875 2.814 2.993 0.0019
H 3.857 1.045 3.665 0.0006
H 2.961 -1.375 2.805 0.0023
```

- E: -84511.4259 eV
- Kohn-Sham gap (alpha / beta): 3.49 / 5.32 eV
- <S²>: 6.03
- Energy relative to the best compared isomer or geometry (same formula, charge and spin): 87.4 kcal/mol
- 2S+1: 5
- M: 526.51 g/mol

# 6
The following is a quantum chemistry calculation of the molecule C3H6N4O at a distorted geometry, from the Open Molecules 2025 dataset.

```
14
Properties=species:S:1:pos:R:3:mulliken_charge:R:1
C -0.369 2.201 -0.586 -0.7643
C 0.746 -0.303 1.624 -0.0249
C -0.279 -0.317 -0.833 0.2990
H 0.341 2.395 -1.385 0.3002
H -0.277 2.850 0.294 0.3169
H -1.394 2.318 -1.048 0.2426
H 1.250 -0.412 2.597 0.3853
H 0.065 -2.294 -0.627 0.3133
H -0.491 -1.164 -2.499 0.2175
N -0.217 0.839 -0.028 0.4863
N 0.456 0.813 1.154 -0.6574
N -0.399 -1.518 -0.110 -0.2235
N -0.278 -0.246 -2.090 -0.6147
O 0.371 -1.549 1.120 -0.2764
```

- E: -11212.9744 eV
- Kohn-Sham gap: 9.41 eV
- Energy relative to the best compared isomer or geometry (same formula, charge and spin): 87.7 kcal/mol
- M: 114.11 g/mol

# 7
The following is a quantum chemistry calculation of a structure of composition C26H45ClNPPdS at a distorted geometry, from the Open Molecules 2025 dataset.

```
76
Properties=species:S:1:pos:R:3:lowdin_spin:R:1
Pd 2.262 0.924 2.759 2.0109
P -0.235 0.365 -2.453 0.0017
Cl 1.425 1.740 0.694 0.2887
C -0.961 -0.380 -0.897 0.0302
H -1.882 0.202 -0.696 0.0037
H -0.227 -0.048 -0.118 0.0042
C 1.602 0.617 -2.464 0.0048
C -0.909 2.100 -2.473 0.0030
C 2.230 0.841 -3.852 0.0004
H 1.679 1.545 -1.872 0.0054
C 3.680 1.332 -3.709 0.0001
H 2.231 -0.101 -4.422 0.0002
H 1.668 1.567 -4.456 0.0000
C 4.533 0.366 -2.881 0.0004
H 4.123 1.472 -4.704 0.0000
H 3.671 2.311 -3.211 0.0001
C 3.876 0.012 -1.540 0.0030
H 4.684 -0.557 -3.456 0.0000
H 5.524 0.799 -2.704 0.0001
C 2.412 -0.429 -1.692 0.0067
H 4.441 -0.783 -1.038 0.0008
H 3.889 0.890 -0.879 0.0019
H 2.370 -1.396 -2.212 0.0001
H 1.984 -0.555 -0.689 0.0052
C -0.782 -0.678 -3.859 0.0006
C -2.422 2.113 -2.730 0.0008
H -0.708 2.407 -1.427 0.0041
C -3.017 3.530 -2.642 0.0001
H -2.632 1.703 -3.729 0.0001
H -2.937 1.461 -2.012 0.0005
C -2.282 4.543 -3.531 0.0000
H -4.079 3.489 -2.914 0.0000
H -2.957 3.866 -1.596 0.0001
C -0.767 4.516 -3.310 0.0001
H -2.503 4.331 -4.587 0.0000
H -2.665 5.549 -3.328 0.0000
C -0.171 3.102 -3.385 0.0004
H -0.272 5.156 -4.050 0.0000
H -0.543 4.934 -2.319 0.0002
H -0.210 2.753 -4.430 0.0000
H 0.892 3.168 -3.110 0.0003
C 0.033 -1.976 -3.962 0.0005
H -1.820 -0.953 -3.589 0.0004
C -0.642 -2.945 -4.940 0.0001
H 1.055 -1.748 -4.304 0.0001
H 0.127 -2.461 -2.982 0.0017
C -0.873 -2.313 -6.320 0.0000
H -0.026 -3.849 -5.031 0.0001
H -1.609 -3.248 -4.511 0.0000
C -1.502 -0.913 -6.261 0.0000
H 0.089 -2.254 -6.847 0.0000
H -1.515 -2.974 -6.912 0.0000
C -0.834 0.014 -5.230 0.0001
H -1.458 -0.442 -7.250 0.0000
H -2.563 -1.011 -5.992 0.0000
H 0.188 0.266 -5.558 0.0000
H -1.390 0.961 -5.180 0.0000
C 0.129 -2.626 -0.438 0.6309
C -1.201 -1.840 -0.740 0.0697
H 0.895 -2.643 -1.219 0.0327
C -2.256 -2.142 0.358 0.0042
H -1.582 -2.251 -1.688 0.0148
C -1.662 -2.286 1.757 0.0040
H -3.035 -1.375 0.370 0.0000
H -2.739 -3.093 0.094 0.0014
C -0.701 -3.471 1.800 0.0145
H -1.068 -1.398 2.020 0.0026
H -2.458 -2.403 2.505 0.0005
C 0.481 -3.113 0.870 0.1216
H -0.338 -3.660 2.816 0.0002
H -1.206 -4.377 1.440 0.0014
H 0.998 -2.278 1.391 0.0433
H 1.190 -3.951 0.777 0.0099
S -0.183 0.478 5.026 0.2678
C 0.586 0.013 3.673 0.1461
N 0.874 -0.512 2.594 0.2526
```

- E: -65304.5002 eV
- Kohn-Sham gap (alpha / beta): 4.91 / 6.38 eV
- <S²>: 6.01
- 2S+1: 5
- M: 576.57 g/mol